# 1
Molecular formula: C32H29BCrF4N2O5PS2
Method: DFT, ωB97M-V/def2-TZVPD

Computed properties:
- 2S+1: 2
- ⟨S²⟩: 0.765
- Charge: -2
- Highest occupied orbital energy (alpha / beta): -2.7311 / -2.4549 eV
- LUMO level (alpha / beta): 4.042 / 4.042 eV
- Energy relative to the best compared isomer or geometry (same formula, charge and spin): 43.50 kJ/mol

Element x y z (Å)
Cr1 -0.3097 1.1209 -1.9692
C1 2.9672 -0.9177 0.0302
C2 2.1672 0.0870 -0.7553
N1 0.9344 -0.1459 -1.0457
N2 0.4435 -1.4093 -0.7044
C3 -0.4460 -1.8032 -1.5568
S1 -1.0235 -0.9833 -2.9525
S2 -1.1468 -3.4237 -1.2149
C4 0.3504 -4.2931 -0.6367
C5 1.2162 -4.7654 -1.7694
C6 1.1509 -6.0789 -2.2230
C7 1.9335 -6.5052 -3.2874
C8 2.7893 -5.6149 -3.9202
C9 2.8466 -4.2959 -3.4880
C10 2.0682 -3.8745 -2.4204
C11 2.8032 1.2717 -1.3236
C12 3.9750 1.8053 -0.7685
C13 4.6291 2.8728 -1.3412
C14 4.1245 3.4145 -2.5321
C15 2.9913 2.9027 -3.1138
C16 2.2745 1.8498 -2.5085
O1 1.1707 1.4442 -3.0813
H1 2.8951 -1.8989 -0.4378
H2 2.5464 -1.0203 1.0325
H3 4.0133 -0.6332 0.0913
H4 0.0023 -5.1299 -0.0303
H5 0.8689 -3.5791 0.0007
H6 0.4692 -6.7712 -1.7407
H7 1.8679 -7.5317 -3.6284
H8 3.4013 -5.9438 -4.7512
H9 3.4892 -3.5846 -3.9913
H10 2.0948 -2.8383 -2.1062
H11 4.3556 1.3902 0.1570
H12 5.5119 3.2909 -0.8738
H13 4.6240 4.2606 -2.9918
H14 2.5573 3.3318 -4.0077
O2 -3.7226 0.5301 -1.3386
C17 -2.8468 0.4009 -0.5101
O3 -1.6151 0.7929 -0.5597
C18 -3.1663 -0.3200 0.8083
P1 -1.7291 -0.4167 1.9651
C19 -1.5836 1.2969 2.5963
C20 -2.4714 2.3307 2.3232
C21 -2.2694 3.5961 2.8564
C22 -1.1763 3.8484 3.6713
C23 -0.2644 2.8327 3.9294
C24 -0.4653 1.5724 3.3854
C25 -2.6461 -1.1899 3.3858
C26 -3.1693 -2.4745 3.1878
C27 -3.7968 -3.1661 4.2115
C28 -3.9029 -2.5979 5.4767
C29 -3.3765 -1.3342 5.6940
C30 -2.7556 -0.6401 4.6607
H15 -3.4470 -1.3410 0.5435
H16 -4.0293 0.1570 1.2763
H17 -3.3092 2.1727 1.6577
H18 -2.9523 4.3956 2.6006
H19 -1.0127 4.8421 4.0709
H20 0.6143 3.0285 4.5326
H21 0.2634 0.7868 3.5583
H22 -3.0692 -2.9419 2.2137
H23 -4.2026 -4.1533 4.0236
H24 -4.3841 -3.1390 6.2827
H25 -3.4564 -0.8756 6.6731
H26 -2.3571 0.3492 4.8504
F1 -0.7164 2.3411 -5.3046
B1 -1.1693 3.1774 -4.2900
F2 -2.3454 3.8241 -4.6699
F3 -0.1920 4.0951 -3.9087
F4 -1.5111 2.3490 -3.1195
C31 0.6222 4.7373 0.1092
C32 -0.3301 3.6604 -0.3982
O4 -1.5357 3.8394 -0.3578
O5 0.3074 2.6297 -0.8558
H27 0.9526 5.3218 -0.7527
H28 1.5034 4.2898 0.5703
H29 0.1071 5.3918 0.8114

These are the Mulliken partial charges, in e, on atoms 1 to 6: Cr 0.325; C -1.429; C 0.869; N 1.180; N -0.394; C 0.442

=====

# 2
Molecular formula: C15H35N4NbO
Method: DFT, ωB97M-V/def2-TZVPD

Computed properties:
- 2S+1: 1
- Highest occupied orbital energy: -7.3820 eV
- LUMO level: 0.413 eV

Element x y z (Å)
Nb1 -0.1026 0.5302 0.5677
N1 -1.4416 2.0810 1.1518
N2 1.6375 1.4297 1.0614
N3 -0.8834 -1.5238 -0.1000
N4 1.2258 -1.0108 -0.5145
H1 -0.6361 3.8903 0.4152
C1 -1.0959 3.4912 1.3349
H2 -0.3659 3.6400 2.1531
H3 -1.9929 4.0923 1.5687
H4 -3.4872 2.6358 1.0626
C2 -2.8537 1.7905 1.3933
H5 -3.0887 1.6080 2.4616
H6 -3.1462 0.8874 0.8335
C3 2.3087 2.4159 0.2323
H7 3.3249 2.0621 -0.0206
H8 1.7650 2.5782 -0.7052
H9 2.3775 3.3834 0.7610
H10 3.3868 0.6408 1.9244
C4 2.4185 1.0554 2.2383
H11 2.5984 1.9409 2.8669
H12 1.8901 0.3060 2.8324
C5 -2.2072 -2.0033 -0.3994
H13 -2.7808 -1.2017 -0.9026
C6 -2.9015 -2.2902 0.9423
H14 -2.6236 -1.5177 1.6770
H15 -3.9951 -2.3064 0.8240
H16 -2.5506 -3.2660 1.3129
C7 -2.1848 -3.2300 -1.3165
H17 -3.1889 -3.6852 -1.3888
H18 -1.8747 -2.9479 -2.3305
H19 -1.4937 -3.9806 -0.9071
H20 3.3938 -1.3614 -3.1727
C8 2.3597 -1.3293 -2.7921
H21 1.9493 -2.3468 -2.8120
H22 1.7903 -0.6970 -3.4900
C9 2.3680 -0.7248 -1.3735
H23 2.3252 0.3681 -1.5204
C10 3.6223 -1.0429 -0.5493
H24 3.3170 -1.3720 0.4533
H25 4.2013 -1.8446 -1.0252
H26 4.2504 -0.1425 -0.4438
H27 0.2946 -2.7178 -1.3830
C11 0.2454 -1.8791 -0.6653
C12 -0.5601 1.2612 -1.3536
H28 -1.6115 1.1994 -0.9987
H29 -0.0437 2.2136 -1.1459
C13 -0.3216 0.7940 -2.7525
H30 0.3392 1.4765 -3.2863
C14 -0.9887 -0.2057 -3.4126
H31 -1.9917 -0.5064 -3.1390
H32 -0.4778 -0.7889 -4.1642
C15 -0.5021 -0.3700 3.6549
O1 -0.3990 -0.2372 2.2865
H33 -0.0069 -1.2970 3.9607
H34 -1.5637 -0.4191 3.9245
H35 -0.0279 0.4744 4.1701

These are the Mulliken partial charges, in e, on atoms 1 to 6: Nb 0.427; N 0.356; N 0.634; N 0.311; N 0.070; H 0.246

=====

# 3
Molecular formula: C25H25Cl20N5
Method: DFT, ωB97M-V/def2-TZVPD

Computed properties:
- 2S+1: 2
- ⟨S²⟩: 0.762
- Charge: +1
- Highest occupied orbital energy (alpha / beta): -9.9089 / -9.9089 eV
- LUMO level (alpha / beta): -2.954 / -7.139 eV

Element x y z (Å)
N1 -0.2662 -4.1403 -2.0167
C1 -0.6911 -5.3294 -2.5607
C2 -0.1588 -6.3648 -1.8086
C3 0.6853 -5.7511 -0.7952
C4 0.7575 -4.3625 -1.0382
H1 -0.6517 -3.2522 -2.3045
H2 -1.4422 -5.2676 -3.3343
H3 -0.4551 -7.3847 -2.0044
H4 1.1271 -6.3784 -0.0351
H5 1.3003 -3.5216 -0.6323
N2 -1.2841 -2.6374 3.3866
C5 0.0231 -2.5234 3.0582
C6 0.6605 -2.0345 4.2099
C7 -0.2872 -2.0031 5.2419
C8 -1.4684 -2.4253 4.7420
H6 -2.0020 -2.9448 2.7461
H7 0.3787 -2.9581 2.1358
H8 1.7142 -1.8024 4.2571
H9 -0.0944 -1.8149 6.2878
H10 -2.4678 -2.6226 5.1007
N3 -3.4311 2.7475 2.1718
C9 -4.7624 2.9956 2.4261
C10 -5.3039 2.0338 3.2273
C11 -4.2360 1.1230 3.5032
C12 -3.1275 1.5662 2.8152
H11 -2.8282 3.2509 1.5368
H12 -5.2041 3.8716 1.9744
H13 -6.3057 2.1970 3.5965
H14 -4.2440 0.3064 4.2100
H15 -2.1096 1.2079 2.7723
N4 -0.1848 2.9897 -1.7448
C13 -1.0639 4.0973 -1.6998
C14 -0.5924 4.9540 -0.7681
C15 0.4695 4.3942 -0.1554
C16 0.8151 3.2617 -0.8472
H16 -0.2265 2.2278 -2.4065
H17 -1.8682 4.1082 -2.4205
H18 -0.9334 5.9726 -0.6560
H19 1.0122 4.7310 0.7155
H20 1.6494 2.5783 -0.7896
N5 -0.0431 -0.3662 0.4275
C17 -0.6677 -0.4278 -0.7767
C18 0.3724 -0.6238 -1.7221
C19 1.5846 -0.4294 -1.1201
C20 1.2938 -0.3005 0.2393
H21 -0.5613 -0.4396 1.2913
H22 -1.7319 -0.3254 -0.9297
H23 0.2177 -0.7537 -2.7830
H24 2.5718 -0.4778 -1.5553
H25 2.0187 -0.3854 1.0353
C21 -4.5448 0.4690 -2.6379
Cl1 -3.6507 1.9590 -2.6994
Cl2 -5.5888 0.5114 -1.1069
Cl3 -5.4959 0.2942 -4.1429
Cl4 -3.5108 -1.0383 -2.6052
C22 5.6647 1.2766 -2.7387
Cl5 7.4187 1.2193 -2.6442
Cl6 5.1654 2.2641 -4.1364
Cl7 5.0871 -0.3452 -3.0398
Cl8 4.8826 2.0731 -1.3223
C23 -0.1291 1.8093 -5.3965
Cl9 -1.3247 0.7413 -4.6501
Cl10 1.4317 1.5595 -4.6119
Cl11 -0.0803 1.5187 -7.1135
Cl12 -0.8488 3.4357 -5.1730
C24 2.3338 3.0139 3.1710
Cl13 3.1108 2.6939 4.7454
Cl14 3.0354 1.9461 1.8766
Cl15 0.6130 2.7249 3.3632
Cl16 2.8009 4.7338 2.8226
C25 5.1331 -2.6785 0.4039
Cl17 5.9551 -3.0981 -1.1061
Cl18 4.7627 -0.9966 0.2176
Cl19 3.6560 -3.6931 0.4720
Cl20 6.1655 -2.9595 1.8487

These are the Mulliken partial charges, in e, on atoms 1 to 6: N 0.148; C -0.347; C -0.611; C -0.304; C 0.178; H 0.169

=====

# 4
Molecular formula: C27H43N5O5S
Method: DFT, ωB97M-V/def2-TZVPD

Computed properties:
- 2S+1: 1
- Highest occupied orbital energy: -8.4990 eV
- Structure (SMILES): O=C(NCCCN1CCN(Cc2ccccc2)CC1)C1CCN(S(=O)(=O)N2CCC3(CC2)OCCO3)CC1
- LUMO level: 0.675 eV

Element x y z (Å)
O1 -5.2966 -3.2424 -0.7188
C1 -4.3628 -2.5056 -0.4582
N1 -4.5139 -1.1834 -0.2852
H1 -3.7656 -0.5527 -0.0154
C2 -5.8347 -0.5926 -0.3194
H2 -6.3887 -1.0485 -1.1460
H3 -6.3717 -0.8376 0.6070
C3 -5.7528 0.9183 -0.4834
H4 -5.2557 1.1555 -1.4236
H5 -6.7674 1.3167 -0.5290
C4 -5.0156 1.5787 0.6839
N2 -3.5688 1.3961 0.6077
C5 -2.9716 2.3509 -0.3167
C6 -1.4617 2.1768 -0.3882
N3 -0.8870 2.3886 0.9307
C7 -1.4373 1.3993 1.8355
H6 -1.0103 1.5545 2.8298
C8 -2.9511 1.5635 1.9164
H7 -3.3627 0.8107 2.5950
H8 -3.1713 2.5639 2.3270
H9 -1.1792 0.3765 1.5103
C9 0.5681 2.3183 0.8905
C10 1.1342 3.4444 0.0727
C11 0.8225 4.7594 0.3984
C12 1.3316 5.8077 -0.3456
C13 2.1637 5.5544 -1.4239
C14 2.4762 4.2479 -1.7570
C15 1.9605 3.1989 -1.0148
H10 2.1936 2.1781 -1.2822
H11 3.1200 4.0449 -2.6009
H12 2.5645 6.3729 -2.0041
H13 1.0821 6.8262 -0.0849
H14 0.1687 4.9478 1.2365
H15 0.9065 1.3482 0.4939
H16 0.9265 2.4068 1.9220
H17 -1.0489 2.9242 -1.0698
H18 -1.2113 1.1766 -0.7733
H19 -3.3979 2.1999 -1.3104
H20 -3.1931 3.3845 0.0035
H21 -5.3676 1.1251 1.6146
H22 -5.2689 2.6521 0.7218
C16 -2.9406 -3.0498 -0.3287
C17 -2.2532 -2.6454 0.9766
C18 -0.8813 -3.3163 1.0487
N4 -0.0638 -3.0064 -0.1073
S1 0.7663 -1.5713 -0.0828
O2 0.9987 -1.2151 1.2867
O3 0.1631 -0.5804 -0.9253
N5 2.1439 -2.0823 -0.8709
C19 2.9350 -1.0290 -1.4722
C20 3.7853 -0.2879 -0.4410
H23 3.1497 0.2024 0.2970
H24 4.4080 0.4629 -0.9293
C21 4.6825 -1.2896 0.3006
C22 3.8050 -2.3745 0.9432
C23 2.9315 -3.0370 -0.1221
H25 2.2288 -3.7343 0.3349
H26 3.5673 -3.5702 -0.8351
H27 3.1773 -1.8986 1.6961
H28 4.4414 -3.1215 1.4190
O4 5.6076 -1.9049 -0.5878
C24 6.8995 -1.4280 -0.2862
H29 7.6147 -2.2306 -0.4668
C25 6.7782 -1.0225 1.1834
H30 7.4241 -0.1932 1.4694
O5 5.4387 -0.5940 1.2754
H31 6.9560 -1.8810 1.8453
H32 7.1444 -0.5610 -0.9145
H33 2.2349 -0.3511 -1.9616
H34 3.5858 -1.4898 -2.2215
C26 -0.6910 -3.2871 -1.3835
C27 -2.0645 -2.6258 -1.5110
H35 -1.9331 -1.5431 -1.5140
H36 -2.5284 -2.9264 -2.4515
H37 -0.0070 -2.9186 -2.1483
H38 -0.7824 -4.3741 -1.4773
H39 -0.3265 -2.9735 1.9224
H40 -0.9919 -4.4050 1.0946
H41 -2.1101 -1.5637 1.0112
H42 -2.8547 -2.9465 1.8360
H43 -3.0435 -4.1415 -0.3479

These are the Mulliken partial charges, in e, on atoms 1 to 6: O -0.718; C -0.172; N 0.284; H -0.127; C -0.722; H 0.433